ORCA calculation (wB97M-V/def2-TZVPD) on a molecular structure, C68H57AsBrKN13O2PS2.

The geometry in XYZ format:
```
146
C68H57AsBrKN13O2PS2 wB97M-V/def2-TZVPD
K -0.081 -0.929 -0.612
O -5.558 1.929 1.011
C -5.077 0.848 1.727
C -5.892 0.177 2.629
C -5.380 -0.895 3.355
C -4.064 -1.286 3.164
C -3.263 -0.590 2.263
C -3.746 0.488 1.539
C -2.781 1.256 0.597
O -1.556 0.784 0.587
N -3.429 1.235 -0.789
N -2.930 0.506 -1.736
C -3.419 0.588 -2.922
C -2.884 -0.173 -4.034
Br -1.465 -1.342 -3.616
C -3.375 -0.057 -5.272
C -3.005 -0.744 -6.523
C -1.691 -1.051 -6.890
C -1.423 -1.697 -8.090
C -2.451 -2.040 -8.957
C -3.759 -1.720 -8.618
C -4.027 -1.077 -7.418
H -6.473 2.072 1.260
H -6.925 0.493 2.765
H -6.017 -1.421 4.058
H -3.659 -2.134 3.708
H -2.234 -0.873 2.072
H -2.887 2.338 0.866
H -4.183 1.874 -1.001
H -4.244 1.263 -3.157
H -4.230 0.614 -5.359
H -0.876 -0.780 -6.233
H -0.396 -1.934 -8.347
H -2.234 -2.546 -9.890
H -4.574 -1.977 -9.285
H -5.052 -0.835 -7.151
N -0.023 -4.269 2.926
C -0.160 -3.018 2.466
N -0.798 -3.034 1.323
C -0.988 -4.362 1.105
N -0.538 -5.155 2.056
C -1.559 -4.900 -0.144
C -1.643 -6.278 -0.352
N -2.111 -6.797 -1.483
C -2.487 -5.923 -2.411
C -2.406 -4.555 -2.206
N -1.944 -4.036 -1.072
H 0.521 -4.588 3.704
H 0.253 -2.148 2.961
H -1.312 -6.959 0.422
H -2.854 -6.316 -3.353
H -2.710 -3.859 -2.982
S 2.996 -0.344 -0.883
C 4.051 -1.731 -0.921
C 5.338 -1.583 -1.464
C 6.258 -2.623 -1.559
C 7.549 -2.380 -2.137
N 8.578 -2.165 -2.611
C 5.891 -3.893 -1.085
C 4.625 -4.062 -0.535
C 3.679 -3.026 -0.425
S 2.131 -3.372 0.293
C 6.793 -5.008 -1.149
N 7.508 -5.911 -1.185
H 5.621 -0.603 -1.823
H 4.341 -5.039 -0.170
N 2.736 1.523 -3.569
C 1.661 2.348 -3.309
C 1.610 3.665 -3.802
C 0.508 4.441 -3.512
C -0.511 3.919 -2.724
C -0.375 2.612 -2.283
N 0.662 1.827 -2.586
H 3.578 2.008 -3.830
H 2.908 0.829 -2.824
H 2.435 4.055 -4.390
H 0.455 5.460 -3.879
H -1.376 4.506 -2.440
H -1.125 2.162 -1.637
C -0.053 0.870 3.403
C 0.431 1.788 4.519
As -0.985 2.078 5.849
C -2.068 3.300 4.774
C -3.340 2.904 4.372
C -4.107 3.727 3.554
C -3.604 4.945 3.121
C -2.333 5.347 3.516
C -1.572 4.530 4.339
C -0.095 3.452 6.928
C 1.290 3.583 6.962
C 1.893 4.542 7.771
C 1.117 5.383 8.556
C -0.268 5.259 8.531
C -0.865 4.298 7.727
P 1.034 0.649 1.902
C 2.689 0.470 2.695
C 3.234 -0.816 2.679
C 4.464 -1.075 3.278
C 5.177 -0.047 3.879
C 4.657 1.243 3.881
C 3.422 1.498 3.294
C 1.116 2.385 1.306
C 2.224 2.795 0.560
C 2.272 4.069 0.006
C 1.216 4.953 0.182
C 0.103 4.549 0.909
C 0.051 3.273 1.456
H -1.020 1.182 2.997
H -0.221 -0.134 3.804
H 0.741 2.760 4.133
H 1.284 1.345 5.026
H -3.730 1.937 4.669
H -5.087 3.398 3.240
H -4.193 5.573 2.462
H -1.926 6.290 3.169
H -0.575 4.844 4.629
H 1.917 2.946 6.348
H 2.973 4.631 7.778
H 1.587 6.133 9.181
H -0.884 5.913 9.137
H -1.946 4.216 7.709
H 2.718 -1.619 2.152
H 4.871 -2.080 3.236
H 6.145 -0.242 4.328
H 5.219 2.057 4.328
H 3.040 2.511 3.277
H 3.042 2.099 0.390
H 3.133 4.359 -0.586
H 1.249 5.940 -0.266
H -0.741 5.220 1.040
H -0.844 2.964 1.983
N 2.071 -2.534 -5.299
C 1.804 -1.782 -4.178
N 1.365 -2.490 -3.184
C 1.350 -3.802 -3.649
C 1.018 -4.976 -2.972
C 1.092 -6.164 -3.676
C 1.502 -6.196 -5.020
C 1.861 -5.043 -5.697
C 1.781 -3.850 -4.982
H 2.455 -2.187 -6.155
H 1.960 -0.707 -4.162
H 0.763 -4.926 -1.918
H 0.844 -7.094 -3.178
H 1.552 -7.149 -5.535
H 2.199 -5.076 -6.727
```

Values from the calculation:
**E**: -10035.3823 hartree
**Orbital gap**: 4.7471 eV
**E_HOMO**: -1.43 eV
**Net charge**: -2
**Energy relative to the best compared isomer or geometry (same formula, charge and spin)**: 0.0 kcal per mole
**2S+1**: 1

Here are the Löwdin charges for atoms 1 to 5, given in e: atom 1 (K): 0.32, atom 2 (O): 0.02, atom 3 (C): -0.29, atom 4 (C): -0.05, atom 5 (C): -0.11